Record 1
139
Properties=species:S:1:pos:R:3:lowdin_charge:R:1 method="wB97M-V/def2-TZVPD" lumo_ha=0.0054 e_homo_ev=-8.637
C -11.208 -21.529 11.696 -0.109
O -11.150 -22.331 12.848 -0.235
C -11.127 -23.753 12.673 -0.172
C -11.555 -24.444 14.016 -0.414
C -11.708 -25.954 13.798 -0.061
N -12.742 -23.795 14.606 0.049
H -12.192 -21.626 11.205 0.091
H -10.469 -21.737 10.898 0.082
H -11.083 -20.476 11.981 0.085
H -11.779 -24.097 11.862 0.123
H -10.099 -24.058 12.400 0.121
H -10.807 -24.261 14.765 0.115
H -10.796 -26.322 13.287 0.084
H -12.607 -26.207 13.209 0.080
H -11.843 -26.484 14.754 0.069
H -13.558 -23.842 14.036 0.058
H -12.522 -22.824 14.824 0.066
C -3.737 -20.720 13.692 -0.154
O -2.518 -20.498 13.113 -0.167
C -1.559 -21.465 13.436 -0.235
C -1.590 -22.731 12.545 -0.372
C -0.519 -23.729 13.043 -0.068
N -1.370 -22.351 11.054 0.046
H -3.692 -20.730 14.794 0.093
H -4.155 -21.702 13.431 0.081
H -4.457 -19.944 13.392 0.086
H -0.546 -21.041 13.388 0.127
H -1.627 -21.829 14.500 0.128
H -2.577 -23.160 12.668 0.118
H 0.496 -23.320 12.878 0.083
H -0.632 -24.663 12.503 0.071
H -0.695 -23.848 14.114 0.070
H -0.553 -21.789 10.846 0.058
H -2.181 -21.862 10.709 0.018
C -6.901 -18.413 11.808 -0.108
O -6.347 -19.720 11.766 -0.228
C -6.825 -20.377 10.610 -0.220
C -6.205 -21.770 10.559 -0.407
C -6.795 -22.570 11.732 -0.050
N -4.747 -21.848 10.493 0.068
H -8.000 -18.423 12.027 0.099
H -6.651 -17.882 10.862 0.095
H -6.404 -17.861 12.609 0.081
H -7.934 -20.419 10.683 0.123
H -6.584 -19.736 9.731 0.127
H -6.647 -22.210 9.667 0.134
H -6.716 -22.077 12.701 0.045
H -6.263 -23.515 11.842 0.083
H -7.841 -22.755 11.579 0.060
H -4.432 -21.376 9.653 0.078
H -4.354 -21.321 11.264 0.039
C -13.762 -16.028 11.665 -0.109
O -13.719 -16.240 13.081 -0.189
C -13.343 -17.596 13.366 -0.209
C -13.207 -17.740 14.888 -0.421
C -12.452 -16.611 15.593 -0.052
N -12.616 -19.062 15.103 0.073
H -14.595 -16.597 11.219 0.090
H -12.843 -16.315 11.152 0.079
H -13.883 -14.973 11.500 0.076
H -14.049 -18.333 13.009 0.114
H -12.405 -17.867 12.832 0.121
H -14.249 -17.716 15.247 0.136
H -13.032 -15.694 15.634 0.076
H -11.455 -16.363 15.180 0.068
H -12.273 -16.993 16.604 0.053
H -12.879 -19.409 16.009 0.042
H -11.623 -18.940 14.962 0.044
C -8.209 -24.380 17.518 -0.070
O -9.422 -24.967 17.976 -0.182
C -9.278 -25.754 19.082 -0.250
C -10.701 -26.227 19.480 -0.438
C -11.170 -27.198 18.419 -0.075
N -11.719 -25.229 19.757 0.047
H -8.510 -23.648 16.805 0.056
H -7.478 -25.061 17.060 0.095
H -7.778 -23.867 18.405 0.078
H -8.729 -26.708 18.971 0.127
H -8.835 -25.153 19.894 0.120
H -10.606 -26.796 20.394 0.125
H -11.330 -26.689 17.454 0.074
H -12.092 -27.725 18.651 0.075
H -10.450 -27.988 18.238 0.073
H -11.395 -24.501 20.365 0.061
H -12.149 -24.879 18.900 0.078
C -5.168 -14.153 16.567 -0.097
O -6.422 -13.484 16.391 -0.187
C -7.493 -14.259 16.861 -0.219
C -7.857 -15.467 15.982 -0.379
C -8.507 -15.061 14.625 -0.028
N -8.766 -16.393 16.701 0.048
H -5.012 -14.507 17.606 0.094
H -4.401 -13.421 16.319 0.086
H -5.074 -14.997 15.869 0.080
H -7.288 -14.488 17.919 0.123
H -8.323 -13.575 16.835 0.121
H -7.015 -16.109 15.741 0.119
H -7.845 -14.442 14.037 0.077
H -9.408 -14.520 14.839 0.071
H -8.676 -16.023 14.145 0.067
H -8.382 -16.847 17.491 0.075
H -9.718 -16.174 16.859 0.061
C -11.242 -20.343 18.050 -0.082
O -12.554 -19.857 18.316 -0.222
C -12.533 -18.797 19.241 -0.221
C -13.998 -18.458 19.584 -0.435
C -14.746 -18.034 18.387 -0.068
N -13.967 -17.416 20.665 0.036
H -10.864 -20.568 19.080 0.088
H -10.589 -19.597 17.562 0.081
H -11.301 -21.233 17.433 0.089
H -12.012 -19.013 20.179 0.121
H -12.047 -17.938 18.719 0.125
H -14.329 -19.410 20.003 0.137
H -14.377 -17.058 18.031 0.090
H -15.803 -17.883 18.588 0.079
H -14.597 -18.826 17.649 0.078
H -13.530 -17.797 21.484 0.054
H -14.919 -17.160 20.909 0.065
O -8.546 -19.976 20.642 -0.096
C -7.772 -20.909 19.828 -0.222
C -7.070 -21.840 20.809 -0.222
O -8.049 -22.592 21.612 -0.086
H -7.926 -19.555 21.265 0.093
H -8.450 -21.533 19.252 0.103
H -7.056 -20.398 19.158 0.121
H -6.412 -21.235 21.467 0.116
H -6.503 -22.674 20.376 0.114
H -8.772 -21.964 21.695 0.060
O -9.154 -21.937 15.011 -0.065
C -8.160 -20.960 14.581 -0.207
C -8.211 -19.685 15.410 -0.246
O -9.365 -18.869 15.201 -0.106
H -9.924 -21.865 14.450 0.040
H -7.206 -21.371 14.885 0.111
H -8.157 -20.678 13.536 0.098
H -7.269 -19.126 15.255 0.118
H -8.181 -20.051 16.446 0.104
H -9.216 -18.021 15.654 0.022

Record 2
94
Properties=species:S:1:pos:R:3:lowdin_charge:R:1 method="wB97M-V/def2-TZVPD" charge=+1 lumo_ha=-0.1458 e_homo_ev=-12.243
C -2.879 5.096 -3.988 -0.091
C -1.646 4.719 -2.983 -0.245
N -0.689 3.893 -3.835 -0.024
C 0.339 3.427 -2.866 -0.159
C 1.396 4.349 -2.182 0.065
C 2.401 3.694 -1.179 0.095
N 2.377 2.268 -0.853 -0.086
O 3.322 1.820 0.020 -0.074
C 2.705 1.722 1.345 -0.134
C 3.680 2.084 2.566 -0.299
C 5.159 1.470 2.220 -0.084
C 3.246 1.420 3.966 -0.164
C 1.860 1.963 4.574 -0.389
C 1.824 3.589 4.718 -0.093
C 0.535 1.405 3.846 -0.095
C 1.383 1.393 -1.444 -0.023
C 1.291 -0.169 -1.077 -0.064
C 0.018 -0.347 -0.082 -0.312
O -0.554 0.923 0.352 -0.099
C -1.175 -1.142 -0.852 -0.207
N -2.478 -0.984 -0.094 -0.014
C 0.321 1.915 -2.489 0.092
H -3.220 4.133 -4.506 0.079
H -3.718 5.627 -3.424 0.085
H -2.423 5.794 -4.776 0.086
H -2.069 4.055 -2.148 0.119
H -1.143 5.664 -2.584 0.121
H -1.243 3.059 -4.099 0.105
H 1.429 5.464 -2.403 0.119
H 3.205 4.325 -0.644 0.156
H 1.793 2.432 1.404 0.140
H 2.307 0.650 1.505 0.124
H 3.834 3.222 2.631 0.139
H 5.690 1.133 3.195 0.088
H 5.854 2.241 1.739 0.083
H 5.086 0.506 1.580 0.092
H 3.288 0.269 3.903 0.134
H 4.070 1.720 4.727 0.128
H 1.815 1.570 5.667 0.134
H 2.712 3.899 5.371 0.084
H 1.869 4.026 3.657 0.070
H 0.872 3.886 5.295 0.090
H -0.337 1.179 4.548 0.086
H 0.186 2.240 3.117 0.076
H 0.797 0.511 3.155 0.065
H 2.214 -0.516 -0.496 0.118
H 1.227 -0.793 -2.032 0.127
H 0.357 -0.895 0.881 0.157
H -1.197 1.255 -0.318 0.095
H -1.358 -0.671 -1.891 0.116
H -0.852 -2.242 -0.924 0.129
H -2.305 -1.101 0.926 0.082
H -3.064 -1.767 -0.421 0.074
H -0.425 1.179 -2.946 0.119
C 4.460 -6.420 -3.449 -0.111
C 5.296 -5.240 -2.975 -0.270
C 4.547 -4.311 -2.018 -0.228
C 3.309 -3.626 -2.604 -0.233
C 3.558 -2.782 -3.856 -0.271
C 4.498 -1.610 -3.618 -0.109
H 3.589 -6.094 -4.023 0.066
H 5.056 -7.069 -4.095 0.074
H 4.111 -7.017 -2.601 0.077
H 5.666 -4.681 -3.840 0.100
H 6.181 -5.627 -2.459 0.108
H 5.244 -3.550 -1.650 0.101
H 4.238 -4.885 -1.136 0.111
H 2.868 -2.987 -1.828 0.089
H 2.551 -4.381 -2.836 0.103
H 2.595 -2.390 -4.205 0.099
H 3.946 -3.406 -4.667 0.103
H 4.108 -0.949 -2.837 0.057
H 4.606 -1.022 -4.534 0.074
H 5.495 -1.944 -3.322 0.071
C -5.001 0.407 1.763 -0.120
C -5.142 -0.966 2.406 -0.273
C -5.908 -1.966 1.538 -0.230
C -7.361 -1.592 1.233 -0.227
C -8.250 -1.373 2.459 -0.272
C -8.406 -2.616 3.323 -0.113
H -5.973 0.881 1.606 0.068
H -4.413 1.066 2.408 0.070
H -4.491 0.336 0.798 0.047
H -5.618 -0.866 3.386 0.101
H -4.139 -1.367 2.592 0.092
H -5.879 -2.947 2.025 0.103
H -5.377 -2.089 0.586 0.094
H -7.799 -2.384 0.615 0.111
H -7.383 -0.686 0.618 0.101
H -9.243 -1.064 2.114 0.107
H -7.867 -0.548 3.068 0.099
H -8.826 -3.444 2.745 0.077
H -9.081 -2.412 4.159 0.072
H -7.450 -2.939 3.744 0.065

Record 3
9
Properties=species:S:1:pos:R:3:lowdin_charge:R:1 method="wB97M-V/def2-TZVPD" lumo_ha=-0.0087 e_homo_ev=-10.512
C 0.167 0.250 -1.410 -0.215
N -0.473 -0.954 2.127 0.213
N -0.063 0.015 2.397 -0.355
O 0.148 1.086 2.737 0.108
O -0.018 -0.102 -0.006 -0.253
H 1.046 -0.284 -1.674 0.061
H 0.215 1.323 -1.385 0.076
H -0.576 -0.076 -2.113 0.058
H -0.447 -1.258 -0.674 0.308

Record 4
62
Properties=species:S:1:pos:R:3:lowdin_charge:R:1 method="wB97M-V/def2-TZVPD" lumo_ha=-0.0129 e_homo_ev=-8.136
C -0.361 6.182 -22.465 0.071
N -0.627 5.873 -20.979 -0.345
O -0.066 6.580 -20.194 0.101
O -1.347 4.928 -20.660 0.041
H 0.456 6.895 -22.570 0.133
H -1.359 6.527 -22.738 0.110
H -0.291 5.297 -23.098 0.017
C -2.865 5.175 -24.725 -0.463
C -3.922 5.927 -23.870 -0.190
O -4.961 6.326 -24.778 -0.202
S -4.559 6.030 -26.374 0.760
O -4.671 7.194 -27.283 -0.275
O -5.246 4.863 -26.871 -0.262
O -2.950 5.725 -25.996 -0.119
H -2.898 4.086 -24.770 0.135
H -1.864 5.429 -24.374 0.013
H -3.782 6.836 -23.286 0.155
H -4.378 5.191 -23.208 0.127
C 1.708 1.517 -24.047 -0.139
C 0.240 1.733 -24.340 -0.150
O 0.055 3.087 -24.573 -0.273
S 1.388 4.001 -24.094 0.861
O 1.344 4.330 -22.693 -0.272
O 1.711 5.063 -25.052 -0.191
O 2.438 2.695 -24.449 -0.172
H 2.115 0.617 -24.508 0.157
H 1.821 1.417 -22.968 -0.115
H -0.481 1.415 -23.587 0.103
H -0.170 1.248 -25.226 0.158
C 2.124 2.856 -20.261 -0.090
C 2.705 2.300 -21.642 -0.040
O 1.852 1.138 -21.874 -0.255
S 0.885 0.679 -20.575 0.887
O 1.487 -0.488 -19.913 -0.204
O -0.507 0.478 -21.058 -0.276
O 0.979 2.136 -19.803 -0.224
H 1.591 3.790 -20.441 0.121
H 2.927 2.961 -19.531 0.142
H 3.684 1.835 -21.523 0.153
H 2.674 3.010 -22.468 0.092
C -1.728 1.894 -22.148 -0.205
C -0.501 2.737 -21.602 -0.132
O -0.594 3.960 -22.306 -0.423
S -1.759 4.011 -23.485 0.917
O -1.210 4.446 -24.751 -0.246
O -2.984 4.672 -22.993 -0.280
O -2.027 2.364 -23.468 -0.132
H -2.573 2.006 -21.468 0.106
H -1.442 0.846 -22.239 0.042
H 0.410 2.199 -21.861 0.067
H -0.518 3.032 -20.553 0.139
C -3.688 0.487 -21.468 -0.142
C -4.597 -0.261 -22.423 -0.110
O -3.790 -1.327 -23.002 -0.215
S -2.462 -1.691 -22.113 0.856
O -1.311 -2.312 -22.903 -0.245
O -2.988 -2.397 -20.929 -0.246
O -2.389 -0.022 -21.776 -0.363
H -3.894 0.284 -20.417 0.155
H -3.644 1.553 -21.693 0.110
H -4.903 0.331 -23.286 0.136
H -5.529 -0.574 -21.951 0.135

Record 5
9
Properties=species:S:1:pos:R:3:lowdin_charge:R:1 method="wB97M-V/def2-TZVPD" charge=+1 lumo_ha="-0.3006 / -0.2943" e_homo_ev="-15.423 / -14.215"
C 0.315 -0.048 2.350 -0.253
C -0.781 0.516 1.937 0.266
C -1.127 -0.250 -0.383 0.220
C 0.520 -0.179 -2.194 0.161
N 1.338 -0.534 2.679 0.303
N -0.246 -0.165 -1.180 -0.028
H -1.694 1.051 2.059 0.081
H 0.558 0.669 -2.870 0.125
H 1.119 -1.060 -2.398 0.125

Record 6
14
Properties=species:S:1:pos:R:3:lowdin_charge:R:1 method="wB97M-V/def2-TZVPD" charge=-1 lumo_ha=0.1037 e_homo_ev=-4.590
O -0.313 -0.617 2.687 -0.424
H -0.475 -0.474 3.631 -0.070
O 2.226 0.308 2.813 -0.142
H 2.581 0.076 1.955 -0.002
H 1.340 -0.141 2.873 -0.036
O -1.219 1.303 1.313 -0.181
H -1.166 2.168 1.721 0.001
H -0.877 0.574 1.989 -0.033
O -2.263 -0.846 -0.243 -0.120
H -1.735 -1.473 0.270 0.014
H -1.972 -0.032 0.239 -0.008
O 1.610 -0.262 -6.569 -0.069
H 1.350 -0.168 -5.644 0.038
H 0.751 -0.180 -7.002 0.031

Record 7
16
Properties=species:S:1:pos:R:3:lowdin_charge:R:1 method="wB97M-V/def2-TZVPD" lumo_ha=0.0380 e_homo_ev=-11.131
C -0.771 1.759 1.766 -0.197
C -2.026 1.799 0.917 -0.207
H -0.857 1.099 2.717 0.089
H 0.019 1.290 1.068 0.063
H -0.362 2.841 1.834 0.083
H -2.965 1.661 1.456 0.058
H -1.875 1.103 0.112 0.050
H -2.249 2.835 0.635 0.062
C 2.021 -1.264 -1.218 -0.092
C 0.817 -2.311 -1.372 -0.118
H 1.655 -0.713 -0.438 0.018
H 2.957 -1.386 -0.800 0.045
H 2.050 -0.883 -2.121 0.007
H 0.841 -2.781 -2.296 0.017
H 0.919 -3.125 -0.667 0.058
H -0.173 -1.923 -1.595 0.064

Record 8
83
Properties=species:S:1:pos:R:3:lowdin_charge:R:1 method="wB97M-V/def2-TZVPD" charge=+1 lumo_ha=-0.1880 e_homo_ev=-12.248
C 0.803 -2.409 -1.126 -0.095
C -0.588 -1.632 -0.758 -0.167
C -0.183 -0.474 0.267 -0.217
F 0.242 -1.146 1.493 -0.057
C -1.376 0.509 0.695 -0.155
C -2.901 0.079 0.461 -0.135
C -3.694 1.112 1.453 -0.144
C -4.580 0.352 2.565 -0.168
C -6.069 0.175 1.972 -0.189
C -6.362 -1.403 1.843 -0.142
C -6.060 -1.893 0.323 -0.172
O -4.941 -2.845 0.367 -0.100
C -5.048 -3.800 -0.699 -0.398
C -5.319 -3.411 -2.225 -0.003
O -4.873 -5.006 -0.375 0.065
C -3.262 0.580 -1.011 -0.193
F -3.254 -0.338 -2.112 -0.032
C -2.322 1.885 -1.052 -0.183
P -2.639 3.261 -2.293 1.030
C -1.334 3.026 -3.682 -0.241
C -4.311 3.081 -3.160 -0.408
C -4.341 2.050 -4.393 -0.165
N -1.356 1.803 -0.106 0.101
B -0.294 2.830 0.222 -0.495
N 0.712 2.543 1.319 0.145
O -0.181 4.111 -0.417 0.094
H 1.508 -1.583 -1.513 0.073
H 0.553 -3.056 -2.039 0.086
H 1.227 -2.996 -0.249 0.086
H -1.270 -2.416 -0.290 0.128
H -0.963 -1.208 -1.752 0.116
H 0.727 0.068 -0.151 0.141
H -1.170 0.644 1.824 0.164
H -3.060 -1.040 0.696 0.164
H -4.400 1.813 0.889 0.115
H -2.968 1.799 2.031 0.122
H -4.669 1.071 3.463 0.118
H -4.111 -0.609 2.963 0.121
H -6.199 0.619 0.912 0.101
H -6.810 0.741 2.634 0.115
H -5.705 -2.028 2.535 0.117
H -7.457 -1.581 2.146 0.120
H -7.025 -2.353 -0.086 0.140
H -5.708 -1.031 -0.354 0.110
H -6.004 -2.514 -2.373 0.079
H -4.298 -3.258 -2.734 0.100
H -5.791 -4.325 -2.720 0.101
H -4.326 1.020 -1.082 0.141
H -1.785 3.099 -4.725 0.049
H -0.820 1.995 -3.624 0.066
H -0.498 3.801 -3.619 0.052
H -5.104 2.884 -2.360 0.080
H -4.554 4.121 -3.605 0.101
H -5.449 1.975 -4.718 0.090
H -3.782 2.417 -5.325 0.075
H -4.015 0.989 -4.133 0.067
H 1.401 1.840 1.023 0.073
H 0.245 2.291 2.200 0.084
H 0.759 4.336 -0.588 0.124
C 4.683 -2.204 0.546 -0.107
C 5.703 -1.074 0.492 -0.283
C 5.132 0.217 -0.101 -0.186
C 4.670 -0.024 -1.510 -0.217
N 4.305 -0.214 -2.617 0.125
H 4.342 -2.489 -0.454 0.066
H 5.125 -3.093 1.002 0.076
H 3.809 -1.916 1.139 0.071
H 6.566 -1.403 -0.096 0.118
H 6.063 -0.872 1.503 0.064
H 5.895 0.999 -0.106 0.112
H 4.286 0.571 0.495 0.103
C 10.800 -0.090 2.322 -0.110
C 9.642 0.845 2.656 -0.272
C 8.707 0.276 3.726 -0.180
C 8.106 -1.014 3.246 -0.194
N 7.633 -2.028 2.869 0.150
H 10.446 -1.037 1.904 0.071
H 11.455 0.368 1.577 0.075
H 11.397 -0.309 3.212 0.080
H 9.077 1.050 1.741 0.106
H 10.046 1.799 3.006 0.110
H 7.904 0.986 3.940 0.112
H 9.253 0.092 4.655 0.120

Record 9
8
Properties=species:S:1:pos:R:3:lowdin_charge:R:1 method="wB97M-V/def2-TZVPD" charge=-1 lumo_ha=0.1030 e_homo_ev=-4.416
O -0.202 0.997 -1.406 -0.634
O 2.057 -0.639 1.323 -0.490
O 1.801 -2.151 -0.475 -0.478
Si -1.162 0.676 -0.255 0.109
S 1.854 -0.736 -0.142 0.832
H -0.548 -0.618 0.282 -0.115
H -2.794 0.947 -0.291 -0.098
H -1.005 1.524 0.964 -0.126

Record 10
20
Properties=species:S:1:pos:R:3:lowdin_charge:R:1 method="wB97M-V/def2-TZVPD" lumo_ha=0.0246 e_homo_ev=-8.791
C -2.197 -1.603 0.453 -0.021
N -1.815 -0.249 0.336 -0.098
C -2.626 0.774 0.010 -0.088
C -1.880 1.805 -0.526 -0.165
N -0.612 1.439 -0.543 0.103
C -0.577 0.186 -0.041 -0.233
C 0.773 -0.565 -0.003 -0.116
O 0.686 -1.782 0.127 0.009
C 2.572 -0.130 -0.017 -0.300
N 3.089 0.213 -1.292 0.052
O 2.632 0.996 0.927 -0.076
H -1.444 -2.055 1.139 0.105
H -3.211 -1.683 0.800 0.092
H -2.031 -2.023 -0.527 0.103
H -3.713 0.822 0.268 0.134
H -2.225 2.827 -0.557 0.100
H 2.982 -1.004 0.448 0.116
H 2.811 1.175 -1.513 0.090
H 4.127 0.308 -1.292 0.099
H 2.660 0.551 1.803 0.093

no.,DFT total energy (eV)
1,-67575.295
2,-39598.038
3,-8171.266
4,-112450.792
5,-7160.866
6,-10384.881
7,-4340.344
8,-54181.249
9,-24904.357
10,-14931.018